(1)
69
Properties=species:S:1:pos:R:3:lowdin_charge:R:1 method="wB97M-V/def2-TZVPD" homo_energy_ev=-8.3 energy_ev=-57332.2216 e_lumo_ev=0.34 total_charge=0 orbital_gap_ev=8.594
C -3.861 1.482 -3.689 -0.029
C -2.924 1.862 -4.799 -0.422
N -2.567 3.072 -4.906 0.149
C -2.484 0.787 -5.780 -0.058
C -1.959 -0.519 -5.208 -0.382
C -0.728 -0.283 -4.330 -0.089
C -0.418 -1.338 -3.273 -0.152
C 0.897 -1.053 -2.591 -0.199
F 1.954 -1.455 -3.403 -0.054
O -2.998 -1.220 -4.450 -0.157
S -3.093 -2.767 -4.816 0.600
O -2.861 -3.560 -3.671 -0.196
O -4.238 -2.947 -5.631 -0.201
O -1.779 -2.801 -5.718 -0.106
C -1.712 -1.518 -6.355 -0.306
F -0.495 -1.397 -6.933 0.103
H -4.054 2.362 -3.083 0.083
H -4.800 1.098 -4.092 0.093
H -3.443 0.693 -3.066 0.076
H -1.937 3.206 -5.698 0.054
H -3.305 0.575 -6.472 0.143
H -1.659 1.199 -6.369 0.137
H 0.132 -0.185 -4.998 0.137
H -0.853 0.688 -3.842 0.130
H -1.206 -1.361 -2.518 0.128
H -0.348 -2.330 -3.720 0.118
H 0.983 -1.592 -1.647 0.106
H 1.033 0.014 -2.399 0.122
H -2.498 -1.472 -7.114 0.171
N 1.116 -3.717 0.868 0.008
C -0.101 -4.300 1.094 -0.130
C -0.540 -3.895 2.327 -0.098
C 0.451 -3.029 2.862 -0.106
C 1.462 -2.948 1.943 -0.151
H 1.671 -3.837 0.041 0.144
H -0.555 -4.942 0.359 0.110
H -1.471 -4.178 2.788 0.094
H 0.423 -2.537 3.821 0.063
H 2.392 -2.404 1.952 0.089
N 3.343 -0.275 3.452 0.003
C 4.310 0.218 4.288 -0.129
C 4.726 1.420 3.782 -0.094
C 3.985 1.655 2.590 -0.121
C 3.140 0.592 2.414 -0.149
H 2.858 -1.146 3.572 0.110
H 4.615 -0.323 5.167 0.112
H 5.476 2.060 4.213 0.095
H 4.076 2.505 1.933 0.091
H 2.416 0.379 1.644 0.109
N 0.563 -0.369 5.891 0.003
C -0.543 -1.098 6.238 -0.145
C -0.907 -0.726 7.503 -0.110
C 0.015 0.265 7.937 -0.111
C 0.908 0.466 6.919 -0.142
H 1.042 -0.419 5.011 0.111
H -0.987 -1.800 5.553 0.096
H -1.745 -1.117 8.057 0.090
H 0.019 0.775 8.886 0.090
H 1.752 1.130 6.837 0.104
N 1.331 3.523 1.719 0.008
C 0.241 4.239 2.127 -0.139
C -0.203 4.977 1.062 -0.114
C 0.656 4.693 -0.035 -0.115
C 1.591 3.793 0.404 -0.152
H 1.863 2.889 2.291 0.096
H -0.127 4.163 3.136 0.106
H -1.048 5.645 1.066 0.088
H 0.593 5.104 -1.029 0.088
H 2.416 3.327 -0.109 0.100

(2)
65
Properties=species:S:1:pos:R:3:lowdin_charge:R:1 method="wB97M-V/def2-TZVPD" homo_energy_ev="-7.8 / -9.1" energy_ev=-40684.4449 e_lumo_ev="-1.73 / -1.73" total_charge=0 spin_multiplicity=2 s2=0.75 orbital_gap_ev="6.124 / 7.374"
C 2.387 -1.582 0.195 -0.001
C 1.041 -1.662 0.955 -0.421
C 1.317 -1.688 2.454 -0.032
C 0.219 -2.926 0.559 -0.041
C -1.105 -2.656 -0.158 -0.491
O -1.531 -3.857 -0.814 -0.006
C -2.237 -2.289 0.807 -0.125
C -2.707 -3.435 1.698 -0.180
C -3.805 -2.994 2.672 -0.288
N -3.647 -3.655 3.970 -0.018
C -0.863 -1.579 -1.215 -0.048
C -0.427 -0.205 -0.667 -0.448
C -1.622 0.724 -0.461 -0.028
C 0.522 0.486 -1.654 -0.031
N 0.248 -0.417 0.661 -0.135
O -0.141 0.296 1.644 -0.041
H 2.565 -2.462 -0.425 0.081
H 3.215 -1.495 0.899 0.064
H 2.443 -0.708 -0.452 0.064
H 0.410 -1.869 3.030 0.086
H 1.723 -0.730 2.772 0.063
H 2.039 -2.481 2.655 0.100
H 0.815 -3.556 -0.105 0.119
H 0.030 -3.523 1.452 0.112
H -1.037 -3.948 -1.638 0.097
H -1.916 -1.453 1.433 0.111
H -3.087 -1.937 0.211 0.134
H -3.052 -4.262 1.079 0.113
H -1.867 -3.835 2.275 0.102
H -4.779 -3.294 2.274 0.108
H -3.818 -1.898 2.744 0.104
H -2.689 -3.559 4.290 0.056
H -4.233 -3.232 4.680 0.060
H -1.768 -1.447 -1.813 0.138
H -0.081 -1.960 -1.886 0.129
H -2.127 0.826 -1.422 0.075
H -1.295 1.710 -0.131 0.090
H -2.320 0.348 0.282 0.074
H 1.010 1.340 -1.179 0.095
H 1.291 -0.183 -2.043 0.071
H -0.066 0.854 -2.497 0.063
C -2.986 3.424 -5.344 0.022
C -2.739 4.305 -6.309 0.023
C -1.352 4.579 -6.767 -0.385
O -1.127 5.380 -7.646 0.111
C -0.252 3.830 -6.105 0.024
C -0.499 2.949 -5.141 0.022
C -1.886 2.677 -4.686 -0.375
O -2.113 1.873 -3.806 0.095
H -3.985 3.205 -4.989 0.122
H -3.520 4.865 -6.808 0.123
H 0.748 4.051 -6.459 0.123
H 0.283 2.391 -4.642 0.117
C 5.185 2.799 4.328 0.020
C 5.542 1.741 3.606 0.019
C 4.584 1.083 2.682 -0.377
O 4.913 0.122 2.018 0.099
C 3.212 1.644 2.602 0.019
C 2.853 2.701 3.324 0.032
C 3.813 3.366 4.242 -0.385
O 3.494 4.333 4.898 0.108
H 5.861 3.301 5.009 0.121
H 6.533 1.307 3.649 0.121
H 2.526 1.143 1.927 0.101
H 1.857 3.124 3.287 0.126

(3)
60
Properties=species:S:1:pos:R:3:lowdin_charge:R:1 method="wB97M-V/def2-TZVPD" homo_energy_ev="-9.9 / -9.9" energy_ev=-51512.2458 e_lumo_ev="-2.88 / -2.88" total_charge=+1 e_above_lowest_ev=0.3428 orbital_gap_ev="7.002 / 7.001"
C 1.385 -1.898 1.094 -0.275
C 1.909 -1.253 -0.080 -0.268
C 0.958 -1.418 -1.151 -0.261
C -0.144 -2.193 -0.648 -0.269
C 0.099 -2.458 0.753 -0.284
Ti -0.085 -0.195 0.551 0.897
C -2.046 1.459 -1.096 -0.444
C -2.041 0.905 0.301 -0.276
H -2.091 1.673 1.091 0.107
C -2.253 -0.449 0.652 -0.125
H -2.748 -1.140 -0.040 0.065
H -2.435 -0.692 1.711 0.079
C -2.815 2.773 -1.190 -0.046
H -2.347 3.533 -0.550 0.091
H -2.807 3.152 -2.219 0.084
H -3.861 2.645 -0.872 0.101
C -2.483 0.471 -2.163 -0.040
H -1.798 -0.388 -2.225 0.057
H -3.500 0.088 -1.973 0.110
H -2.481 0.951 -3.152 0.088
C 3.286 -0.711 -0.204 -0.030
H 3.538 -0.071 0.651 0.084
H 4.029 -1.523 -0.237 0.105
H 3.403 -0.116 -1.114 0.071
C 1.186 -1.040 -2.572 -0.010
H 1.732 -0.094 -2.645 0.066
H 1.774 -1.813 -3.092 0.109
H 0.242 -0.923 -3.117 0.079
C -1.197 -2.851 -1.470 -0.026
H -1.295 -2.385 -2.456 0.074
H -0.947 -3.911 -1.639 0.107
H -2.175 -2.828 -0.977 0.075
C -0.731 -3.332 1.623 -0.021
H -1.774 -3.349 1.288 0.086
H -0.358 -4.368 1.609 0.105
H -0.718 -2.998 2.667 0.066
C 2.141 -2.123 2.353 -0.025
H 1.474 -2.307 3.202 0.067
H 2.802 -2.999 2.258 0.106
H 2.774 -1.261 2.595 0.087
C 0.737 1.629 -0.689 -0.178
C -0.339 1.906 -1.516 -0.145
C 2.041 2.135 -1.002 -0.062
C -0.128 2.368 -2.813 -0.033
H -0.100 1.942 0.183 0.147
C 2.249 2.593 -2.307 -0.069
H 2.825 2.136 -0.243 0.110
C 1.184 2.677 -3.225 -0.034
H -0.956 2.457 -3.503 0.107
H 3.250 2.902 -2.632 0.118
H 1.359 3.018 -4.257 0.121
N 0.151 1.960 4.202 0.092
C -0.131 0.708 4.755 -0.034
C -0.181 -0.161 3.716 -0.087
N 0.083 0.541 2.530 -0.027
C 0.269 1.824 2.869 -0.127
H 0.242 2.836 4.708 0.173
H -0.272 0.547 5.808 0.125
H -0.377 -1.222 3.708 0.098
H 0.492 2.639 2.189 0.141

(4)
66
Properties=species:S:1:pos:R:3:lowdin_charge:R:1 method="wB97M-V/def2-TZVPD" homo_energy_ev=-8.0 energy_ev=-41065.4346 smiles="CCOc1ccc(C(=O)NCCC(=O)N2CCC3(CC2)NCCc2[nH]cnc23)cc1OCC" e_lumo_ev=0.55 total_charge=0 e_above_lowest_ev=0.6248 orbital_gap_ev=8.543
C -0.977 6.258 -4.057 -0.061
C 0.172 5.602 -4.816 -0.239
O 0.344 4.240 -4.481 -0.073
C 0.885 3.891 -3.271 -0.188
C 1.487 4.795 -2.401 -0.008
C 2.070 4.378 -1.222 -0.015
C 2.085 3.033 -0.880 -0.132
C 2.724 2.638 0.410 -0.454
O 2.790 3.400 1.361 0.053
N 3.262 1.401 0.423 0.069
C 3.786 0.795 1.619 -0.165
C 2.765 -0.150 2.266 -0.075
C 2.364 -1.264 1.306 -0.435
O 2.778 -1.298 0.156 0.039
N 1.551 -2.221 1.793 -0.047
C 0.867 -2.222 3.063 -0.138
C -0.620 -1.930 2.854 -0.080
C -1.258 -2.971 1.912 -0.424
C -0.427 -3.033 0.621 -0.081
C 1.055 -3.259 0.912 -0.127
N -2.606 -2.510 1.552 0.005
C -3.645 -2.789 2.521 -0.202
C -3.877 -4.296 2.759 -0.109
C -2.530 -4.890 2.946 -0.204
N -2.204 -6.086 3.528 0.114
C -0.850 -6.173 3.496 -0.177
N -0.306 -5.128 2.940 0.114
C -1.343 -4.313 2.583 -0.185
C 1.458 2.127 -1.725 0.064
C 0.847 2.529 -2.906 -0.191
O 0.308 1.512 -3.642 -0.038
C -0.851 1.722 -4.430 -0.238
C -2.045 2.185 -3.602 -0.056
H -1.087 7.290 -4.379 0.077
H -0.794 6.241 -2.985 0.070
H -1.905 5.727 -4.257 0.076
H 1.105 6.160 -4.674 0.116
H -0.054 5.583 -5.886 0.125
H 1.521 5.844 -2.648 0.106
H 2.529 5.091 -0.555 0.118
H 3.112 0.759 -0.342 0.110
H 4.035 1.601 2.314 0.120
H 4.690 0.236 1.361 0.126
H 3.199 -0.577 3.171 0.120
H 1.876 0.425 2.537 0.128
H 1.300 -1.492 3.744 0.112
H 0.973 -3.222 3.497 0.115
H -1.127 -1.938 3.819 0.118
H -0.753 -0.945 2.403 0.127
H -0.795 -3.841 -0.015 0.126
H -0.556 -2.087 0.091 0.128
H 1.634 -3.224 -0.011 0.122
H 1.187 -4.225 1.405 0.111
H -2.867 -2.915 0.658 0.117
H -3.359 -2.318 3.465 0.116
H -4.565 -2.316 2.170 0.116
H -4.512 -4.457 3.634 0.114
H -4.378 -4.741 1.892 0.115
H -2.848 -6.760 3.908 0.157
H -0.306 -7.010 3.885 0.115
H 1.402 1.075 -1.488 0.126
H -1.050 0.737 -4.861 0.122
H -0.651 2.430 -5.239 0.110
H -2.928 2.244 -4.233 0.077
H -2.234 1.485 -2.791 0.080
H -1.853 3.166 -3.174 0.065

(5)
63
Properties=species:S:1:pos:R:3:lowdin_charge:R:1 method="wB97M-V/def2-TZVPD" homo_energy_ev="-10.1 / -10.1" energy_ev=-63651.7156 e_lumo_ev="-3.12 / -3.01" total_charge=+1 spin_multiplicity=3 e_above_lowest_ev=0.0000 s2=2.00 orbital_gap_ev="6.967 / 7.073"
C -2.687 -4.246 0.566 -0.051
C -1.775 -3.491 -0.165 -0.215
C -2.260 -2.366 -0.903 -0.205
C -3.621 -2.057 -0.884 -0.115
C -4.510 -2.812 -0.127 -0.014
C -4.044 -3.911 0.596 -0.061
C -4.065 -0.818 -1.634 -0.183
C -3.211 -0.586 -2.857 -0.124
C -1.864 -0.934 -2.771 -0.195
C -0.966 -0.573 -3.819 -0.217
C -1.461 0.188 -4.877 -0.046
C -2.813 0.538 -4.953 -0.064
C -3.692 0.130 -3.949 -0.017
H -2.329 -5.106 1.140 0.121
H -5.561 -2.524 -0.113 0.123
H -4.739 -4.509 1.186 0.110
H -5.118 -0.900 -1.913 0.149
H -0.772 0.530 -5.656 0.120
H -3.180 1.135 -5.787 0.110
H -4.755 0.383 -3.984 0.123
N -1.393 -1.497 -1.579 -0.139
Pr -0.142 -0.195 -0.110 1.100
C -0.293 -3.816 -0.105 -0.273
H 0.164 -3.762 -1.104 0.093
H -0.123 -4.815 0.321 0.100
C 0.501 -0.917 -3.733 -0.275
H 0.645 -1.968 -3.446 0.094
H 1.012 -0.723 -4.689 0.101
P 0.657 -2.640 0.986 0.795
P 1.387 0.105 -2.456 0.801
C 1.409 1.724 -3.290 -0.237
H 1.931 2.440 -2.641 0.052
H 1.934 1.643 -4.251 0.063
H 0.387 2.087 -3.456 0.054
C 3.098 -0.466 -2.655 -0.250
H 3.449 -0.267 -3.677 0.062
H 3.725 0.075 -1.934 0.053
H 3.160 -1.541 -2.438 0.047
C 0.045 -3.099 2.636 -0.231
H 0.454 -4.077 2.923 0.062
H 0.384 -2.336 3.351 0.052
H -1.050 -3.132 2.659 0.052
C 2.327 -3.342 0.963 -0.249
H 2.979 -2.690 1.559 0.054
H 2.317 -4.352 1.393 0.061
H 2.708 -3.373 -0.066 0.048
C -3.926 0.405 -0.790 -0.116
O -2.882 0.730 -0.217 0.029
H -4.974 0.826 -0.894 0.164
C 2.122 1.446 3.156 -0.042
C 1.277 2.204 2.132 -0.726
C 0.253 3.065 2.866 -0.039
C 2.188 3.099 1.293 -0.042
O 0.602 1.294 1.292 -0.448
H 2.659 2.142 3.817 0.094
H 2.866 0.813 2.658 0.080
H 1.493 0.802 3.781 0.083
H 0.744 3.794 3.524 0.092
H -0.371 3.615 2.154 0.088
H -0.403 2.440 3.482 0.087
H 2.940 2.501 0.764 0.079
H 1.606 3.651 0.546 0.085
H 2.717 3.828 1.922 0.093

(6)
65
Properties=species:S:1:pos:R:3:lowdin_charge:R:1 method="wB97M-V/def2-TZVPD" homo_energy_ev=-5.5 energy_ev=-35042.4755 e_lumo_ev=2.56 total_charge=-1 e_above_lowest_ev=2.4243 orbital_gap_ev=8.101
B 0.281 0.535 0.720 -0.488
H -0.751 0.963 0.267 -0.086
H 1.236 1.367 0.353 -0.033
H 0.078 0.683 1.957 -0.065
H 0.569 -0.560 0.366 -0.086
N -3.095 -3.597 1.005 -0.078
C -2.069 -2.856 0.323 -0.069
C -0.920 -3.921 0.141 -0.061
C -1.412 -5.353 0.639 -0.046
C -2.778 -4.999 1.181 -0.151
H -4.039 -3.144 1.232 0.173
H -1.969 -1.744 -0.002 0.118
H 0.051 -3.872 -0.458 0.039
H -0.885 -6.387 0.590 0.099
H -3.470 -5.652 1.488 0.034
N -0.477 3.378 -1.504 -0.055
C -1.496 4.393 -1.503 -0.093
C -1.532 4.822 -2.971 -0.101
C -0.468 4.042 -3.730 -0.067
C 0.270 3.149 -2.730 -0.044
H -0.219 2.843 -0.594 0.099
H -1.961 4.628 -0.523 0.076
H -2.152 5.737 -3.302 0.079
H -0.289 4.061 -4.676 -0.018
H 0.908 2.346 -2.673 0.031
N -0.633 3.513 2.984 0.014
C -1.041 4.815 2.709 -0.062
C -1.374 5.532 4.080 -0.030
C -0.871 4.534 5.086 -0.086
C -0.400 3.333 4.332 -0.100
H -0.396 2.867 2.329 0.055
H -1.323 4.996 1.722 0.038
H -1.594 6.490 4.283 0.003
H -0.635 4.673 6.089 0.036
H -0.039 2.435 4.712 0.072
N -0.098 -0.880 -2.575 -0.017
C -0.387 -0.228 -3.846 -0.076
C 0.332 -1.075 -4.913 -0.098
C 0.879 -2.240 -4.123 -0.146
C 0.587 -2.046 -2.648 -0.143
H -0.209 -0.157 -1.900 0.077
H -0.918 0.692 -4.114 0.084
H 0.555 -0.895 -6.101 0.122
H 1.564 -3.019 -4.431 0.058
H 0.965 -2.928 -1.834 0.151
N -1.440 -3.578 3.633 -0.018
C -0.453 -2.650 4.197 -0.062
C -0.135 -3.104 5.613 -0.069
C -1.146 -4.308 5.904 -0.082
C -1.919 -4.462 4.624 -0.142
H -1.845 -3.488 2.718 0.046
H -0.146 -1.808 3.541 0.089
H 0.509 -2.753 6.378 0.030
H -1.154 -4.854 6.902 0.068
H -2.768 -4.987 4.275 0.059
N 3.170 -0.046 -3.526 0.009
C 3.595 0.969 -2.557 -0.062
C 4.938 1.381 -2.858 -0.065
C 5.350 0.623 -4.097 -0.077
C 4.237 -0.322 -4.447 -0.085
H 2.311 -0.553 -3.427 0.045
H 2.764 1.085 -1.855 0.081
H 5.476 2.004 -2.442 -0.028
H 6.182 0.582 -4.861 0.077
H 4.098 -1.006 -5.149 0.027

(7)
71
Properties=species:S:1:pos:R:3:lowdin_charge:R:1 method="wB97M-V/def2-TZVPD" homo_energy_ev=-6.0 energy_ev=-126147.0112 e_lumo_ev=-2.99 total_charge=0 orbital_gap_ev=2.994
C 4.763 1.411 1.716 -0.146
C 3.586 0.555 0.891 -0.243
C 2.231 0.679 1.858 -0.600
Br 1.605 2.612 2.044 0.626
C 1.014 -0.339 1.391 -0.016
C 0.496 -1.448 2.502 0.062
C 1.089 -1.643 4.018 -0.244
O 0.431 -1.038 5.029 0.010
O 2.299 -2.503 4.237 0.004
C -0.734 -2.467 2.060 -0.073
P -1.503 -3.792 3.200 0.764
O -0.565 -5.090 3.084 -0.317
O -1.633 -3.289 4.870 -0.213
O -3.123 -4.285 2.673 -0.212
C -1.335 -2.299 0.547 0.124
N -0.860 -1.250 -0.482 -0.078
O -1.474 -1.294 -1.671 -0.088
C -2.476 -0.246 -1.859 -0.117
C -3.563 -0.057 -0.649 -0.308
C -4.665 -1.303 -0.830 -0.095
C -4.443 1.325 -0.710 -0.156
C -3.673 2.671 -0.186 -0.391
C -2.716 3.406 -1.297 -0.118
C -2.784 2.485 1.178 -0.116
C 0.296 -0.294 -0.120 0.069
C 0.881 0.801 -1.217 -0.131
C 1.972 0.069 -2.251 -0.150
C 2.735 1.335 -3.032 -0.146
C 1.997 2.314 -4.137 -0.031
C 2.784 3.602 -4.860 -0.060
C 4.365 3.969 -4.502 -0.063
C 5.114 2.951 -3.426 -0.068
C 4.336 1.691 -2.723 -0.038
H 5.024 2.406 1.121 0.089
H 4.332 1.773 2.766 0.067
H 5.736 0.787 1.900 0.083
H 3.990 -0.543 0.832 0.132
H 3.473 1.100 -0.137 0.065
H 2.633 0.412 2.950 0.113
H 2.010 -3.361 4.706 0.160
H -1.883 -2.317 4.933 0.075
H -3.759 -3.703 3.216 0.088
H -2.215 -3.031 0.235 0.146
H -3.111 -0.562 -2.820 0.163
H -2.055 0.822 -2.109 0.107
H -3.138 -0.178 0.434 0.120
H -5.103 -1.212 -1.920 0.093
H -4.186 -2.358 -0.601 0.078
H -5.582 -1.134 -0.094 0.092
H -4.873 1.547 -1.795 0.135
H -5.404 1.181 -0.020 0.130
H -4.528 3.459 0.083 0.140
H -2.445 4.503 -0.936 0.095
H -1.680 2.815 -1.290 0.064
H -3.195 3.448 -2.366 0.087
H -2.134 3.427 1.465 0.090
H -3.420 2.092 2.103 0.098
H -1.997 1.615 0.963 0.062
H 0.064 1.263 -1.916 0.096
H 1.466 1.694 -0.737 0.088
H 2.769 -0.528 -1.629 0.110
H 1.446 -0.618 -3.047 0.128
H 0.877 2.155 -4.466 0.084
H 2.259 4.324 -5.638 0.083
H 4.924 4.888 -4.995 0.089
H 6.242 3.214 -3.175 0.088
H 4.945 1.014 -1.963 0.089
N 0.518 -7.409 1.650 -0.598
O 0.087 -6.339 2.111 -0.148
O 1.058 -7.431 0.532 -0.070
O 0.409 -8.457 2.308 -0.053